Entry 1:
Density functional theory data (wB97M-V/def2-TZVPD) for 9 unconnected molecules or ions with the total composition C9H36O9 at a distorted geometry.

```
54
C9H36O9 | OMol25 | wB97M-V/def2-TZVPD
H -2.07 2.28 -2.97
H 1.31 2.73 4.04
O 1.87 -2.07 4.34
C 0.36 2.90 3.54
H 0.53 3.65 2.76
H -3.25 3.35 -2.19
C -0.98 -0.33 -4.23
H 0.00 2.03 2.99
O -1.43 -2.35 1.74
H -1.27 1.24 0.06
O 2.03 2.78 -3.15
H 2.86 -0.76 1.90
O -3.86 1.37 -2.53
O -0.02 -0.04 -1.10
H 0.16 -4.41 -1.96
H 1.15 3.01 -2.85
H 0.43 1.53 0.09
H -0.41 -4.17 1.54
H -3.42 2.90 -3.88
H 2.64 0.66 0.82
C 0.81 -1.24 3.90
C -3.13 2.52 -2.89
C -0.26 -3.42 -1.88
O 3.58 1.04 2.64
H 4.30 0.68 3.16
H -1.25 0.60 -4.73
C -1.11 -3.63 2.20
H -0.42 -3.05 -0.87
H -0.15 -1.55 4.33
H -1.10 4.09 4.05
H 2.69 2.03 -1.35
H -1.69 -2.49 -2.86
H 0.86 -0.20 4.22
H -4.80 1.55 -2.49
H -1.10 -1.15 -4.94
C 2.54 1.71 -2.39
H 3.51 1.39 -2.76
H -1.97 -4.31 2.24
O -1.92 -0.62 -3.16
H 1.88 0.84 -2.30
H 0.45 -2.72 -2.34
H -0.88 -0.10 -1.53
H -0.24 0.12 0.99
H 4.26 -0.12 1.12
O -1.46 -3.40 -2.66
C -0.31 0.72 0.08
H 0.62 -1.26 2.83
H 0.04 -0.37 -3.84
H -2.52 0.13 -3.08
H 2.15 -1.70 5.18
O -0.63 3.36 4.45
C 3.29 0.18 1.53
H -0.66 -3.58 3.19
H -2.00 -2.35 0.97
```

energy relative to the best compared isomer or geometry (same formula, charge and spin)	125.6	kcal per mole
max |F|	1.838	eV/A
gap between HOMO and LUMO	9.91	eV
SMILES	CO.CO.CO.CO.CO.CO.CO.CO.CO
E_LUMO	0.197	eV



Entry 2:
Density functional theory data (wB97M-V/def2-TZVPD) for 9 unconnected molecules or ions with the total composition C9H36O9 at a distorted geometry.

```
54
C9H36O9 | OMol25 | wB97M-V/def2-TZVPD
H 0.92 -0.23 -0.74
H -3.00 -1.80 2.28
H 4.74 1.30 0.51
C 0.77 0.56 0.01
C 1.31 0.94 3.65
H 1.98 -3.80 -0.04
O 0.05 1.40 3.21
H 1.12 2.17 -4.69
H -3.64 -0.11 -3.07
H 5.84 1.05 1.87
C -2.40 3.12 0.56
C 1.13 1.90 -3.63
H -1.81 -2.71 -1.51
H -3.94 0.72 -1.51
C 2.82 -3.38 0.52
H 0.60 0.95 -3.54
H -4.31 -3.16 1.29
H 1.52 -0.11 3.44
H 2.17 1.78 -3.33
H -0.26 0.80 2.53
H -2.21 -1.43 0.69
O 4.06 0.02 2.00
H 1.07 1.51 -0.45
H 1.46 0.35 0.82
H 3.56 -3.06 -0.21
H -2.30 3.51 -0.46
O 2.42 -2.19 1.22
C -3.14 -1.61 1.21
H 1.48 1.09 4.72
H -1.39 3.05 0.96
H 3.62 -0.66 1.47
H 5.62 -0.24 0.65
O -3.88 -2.67 0.59
H 1.65 -2.42 1.74
H -3.15 -0.86 -1.49
H 3.31 -4.09 1.18
H -2.07 1.55 -2.55
O -0.29 -1.71 -2.48
O 0.63 2.94 -2.80
H -3.79 -0.72 1.19
H -0.78 -0.89 -2.32
H -3.86 3.28 1.85
O -0.59 0.54 0.42
H 2.10 1.51 3.15
H -0.30 3.07 -2.98
O -3.29 3.87 1.36
H -0.25 -2.64 -0.64
H -2.81 2.11 0.46
O -1.95 0.66 -2.20
H -1.15 0.60 -0.37
C -0.72 -2.76 -1.63
C 5.12 0.55 1.21
H -0.50 -3.74 -2.04
C -3.26 0.06 -2.06
```

energy relative to the best compared isomer or geometry (same formula, charge and spin)	118.6	kcal per mole
max |F|	1.306	eV/A
gap between HOMO and LUMO	9.71	eV
SMILES	CO.CO.CO.CO.CO.CO.CO.CO.CO
E_LUMO	0.179	eV



Entry 3:
Density functional theory data (wB97M-V/def2-TZVPD) for 9 unconnected molecules or ions with the total composition C9H36O9 at a distorted geometry.

```
54
C9H36O9 | OMol25 | wB97M-V/def2-TZVPD
H -19.94 24.87 -5.18
O -19.94 22.66 -3.48
H -16.52 24.54 -6.66
O -17.05 26.23 -1.63
C -20.19 26.95 -0.01
H -19.44 21.10 -4.61
H -17.38 27.59 -3.00
H -22.10 24.69 -0.51
H -16.72 23.25 -3.38
H -18.87 25.64 -8.80
H -20.16 24.12 -0.33
C -20.15 25.67 -4.43
C -22.83 22.44 -7.07
H -17.98 28.08 -1.46
H -19.52 23.50 -3.69
H -17.57 25.93 -6.39
O -19.52 25.77 -0.49
O -17.07 22.38 -3.49
O -20.66 23.28 -0.48
C -17.29 24.98 -6.10
H -20.05 26.61 -5.00
O -22.45 23.65 -6.39
H -18.75 26.08 -1.02
H -16.27 28.12 -1.68
H -19.89 23.76 -8.53
H -16.05 25.53 -4.60
O -20.16 24.31 -7.75
C -19.99 22.03 -4.75
H -20.61 26.03 -8.70
H -17.12 21.06 -5.04
H -23.32 22.68 -7.99
H -22.56 23.20 -1.40
H -21.19 26.83 0.40
H -21.69 24.10 -6.86
H -19.63 22.65 -5.53
H -21.18 25.59 -4.02
H -19.59 26.18 -7.23
C -16.48 21.85 -4.66
H -18.14 24.30 -6.14
C -17.18 27.61 -1.94
H -23.52 21.82 -6.54
O -16.88 25.04 -4.76
H -16.30 22.58 -5.45
O -19.16 25.45 -3.45
H -21.96 21.88 -7.28
H -16.31 25.86 -2.10
H -18.30 25.31 -3.83
H -21.06 21.85 -5.06
H -21.36 24.27 -2.14
C -19.77 25.64 -8.14
C -21.77 23.88 -1.19
H -19.60 27.44 0.76
H -20.22 27.74 -0.75
H -15.54 21.40 -4.44
```

energy relative to the best compared isomer or geometry (same formula, charge and spin)	152.4	kcal per mole
max |F|	2.296	eV/A
gap between HOMO and LUMO	7.99	eV
SMILES	CO.CO.CO.CO.CO.CO.CO.CO.CO
E_LUMO	-0.236	eV



Entry 4:
Density functional theory data (wB97M-V/def2-TZVPD) for 10 unconnected molecules or ions with the total composition C9H37O14 at a distorted geometry.

```
60
C9H37O14 | OMol25 | wB97M-V/def2-TZVPD
C -21.73 -19.44 21.62
H -20.05 -20.68 23.79
H -17.81 -22.63 23.98
H -23.55 -24.33 20.53
H -19.02 -25.25 22.72
H -21.97 -19.96 22.55
O -16.00 -25.30 20.86
H -16.96 -25.35 20.79
H -16.62 -23.16 26.34
C -16.44 -25.13 27.00
O -19.02 -21.68 22.54
H -15.89 -25.69 26.24
H -21.84 -23.46 23.13
H -21.69 -25.85 26.35
O -20.85 -23.74 21.32
H -23.99 -23.89 22.13
H -18.35 -23.72 22.74
O -21.33 -26.23 25.55
H -19.60 -25.83 26.29
H -16.95 -18.85 22.44
O -23.28 -22.41 21.03
C -20.06 -25.71 25.31
H -21.97 -17.66 20.37
H -17.06 -25.94 27.39
H -17.95 -19.93 22.80
O -20.13 -20.15 24.58
H -22.75 -17.19 22.93
C -18.10 -22.68 22.93
O -21.94 -17.16 22.42
O -19.34 -26.12 22.95
H -15.42 -23.77 28.21
H -17.81 -24.34 25.59
H -17.70 -20.81 26.74
O -17.58 -22.50 19.63
C -22.30 -18.06 21.34
H -16.89 -21.05 25.49
H -18.21 -26.53 24.59
O -20.39 -19.45 21.41
H -18.03 -22.09 18.89
H -19.94 -20.22 21.77
H -22.47 -22.17 20.58
C -17.28 -24.01 26.48
H -19.38 -27.66 24.25
H -23.38 -18.11 21.47
O -17.63 -20.54 25.83
H -20.02 -24.71 24.89
C -23.17 -23.80 21.41
H -21.71 -25.09 22.51
H -17.86 -24.24 28.31
H -21.07 -20.16 24.79
H -15.74 -24.78 20.10
C -19.25 -26.58 24.29
O -15.67 -24.69 28.14
O -18.05 -23.66 27.57
C -21.91 -24.06 22.22
H -22.05 -20.06 20.79
O -17.50 -19.17 23.16
H -17.18 -22.49 22.37
H -20.15 -23.36 21.86
H -18.01 -22.13 20.40
```

expectation value of S²	0.754
max |F|	3.532	eV/A
gap between HOMO and LUMO (alpha / beta)	9.76 / 5.67	eV
multiplicity	2
E_LUMO (alpha / beta)	0.187 / -3.895	eV



Entry 5:
Density functional theory data (wB97M-V/def2-TZVPD) for a molecular structure, C9H3N4O4S2V at a distorted geometry.

```
23
C9H3N4O4S2V | OMol25 | wB97M-V/def2-TZVPD
N 0.11 0.68 -0.15
O 2.30 3.46 2.59
H 2.16 2.77 -1.53
O 3.13 3.97 0.60
C 1.52 2.31 0.56
O -0.89 -0.28 1.88
V -1.07 -1.00 0.39
S 0.28 -2.64 -0.12
S -2.84 -2.31 0.73
O 0.04 1.35 3.32
N -4.21 -4.19 -2.13
N -0.50 -3.81 -3.56
C -2.38 -3.05 -0.73
H 0.54 0.94 -2.14
C -3.39 -3.67 -1.51
C 2.39 3.33 1.27
C -0.73 -3.48 -2.48
C 1.57 2.20 -0.83
C 0.60 1.33 0.93
C -1.03 -3.06 -1.15
C 0.06 0.97 2.24
H 1.61 2.94 3.02
N 0.73 1.24 -1.19
```

energy relative to the best compared isomer or geometry (same formula, charge and spin)	7.6	kcal per mole
max |F|	1.509	eV/A
gap between HOMO and LUMO (alpha / beta)	6.72 / 5.76	eV
total charge	+2
E_LUMO (alpha / beta)	-10.650 / -11.613	eV



Entry 6:
Density functional theory data (wB97M-V/def2-TZVPD) for a molecular structure, C9H4BaCl2N2O3S4 at a distorted geometry.

```
25
C9H4BaCl2N2O3S4 | OMol25 | wB97M-V/def2-TZVPD
O 2.01 9.07 13.09
O 1.56 7.19 14.51
C -5.96 16.13 11.71
C 2.12 8.74 9.14
H -4.96 13.70 10.91
Cl 2.21 10.49 9.46
Ba -0.48 10.49 12.03
O -0.08 8.93 14.21
C -2.68 15.30 13.41
S -0.90 13.28 13.47
C -4.75 15.48 12.17
N -4.52 18.13 14.43
Cl 3.34 8.24 7.94
C -4.37 14.29 11.53
H 2.25 8.20 10.10
C -3.27 13.53 11.94
C -3.92 15.94 13.17
H -2.06 15.71 14.27
H 1.20 8.58 8.52
S 1.00 8.11 13.59
N -6.95 16.66 11.52
C -4.29 17.18 13.81
S 0.10 7.24 11.87
C -2.32 14.07 12.87
S -3.04 12.03 11.03
```

energy relative to the best compared isomer or geometry (same formula, charge and spin)	1.0	kcal per mole
max |F|	2.772	eV/A
gap between HOMO and LUMO	6.00	eV
total charge	-2
E_LUMO	3.839	eV



Entry 7:
Density functional theory data (wB97M-V/def2-TZVPD) for a molecular structure, C9H4BaCl5F3NO2 at a distorted geometry.

```
25
C9H4BaCl5F3NO2 | OMol25 | wB97M-V/def2-TZVPD
C 0.25 1.54 -0.81
N -2.54 -1.88 1.72
C -1.09 3.60 -0.91
Cl -2.24 1.40 0.16
H -2.49 -3.81 2.69
H -3.16 -1.46 2.40
C -0.92 2.25 -0.58
Cl -0.19 5.94 -1.92
F 4.18 -1.01 0.19
O -0.92 -4.89 1.10
O -0.23 -2.82 0.55
C -0.02 4.28 -1.49
H -1.20 -2.67 3.11
C -0.92 -3.67 1.23
F 3.60 -3.10 -0.13
H -3.11 -2.19 0.94
Cl 2.76 1.43 -1.72
F 3.83 -1.75 -1.84
Cl -2.58 4.42 -0.60
Cl 2.49 4.46 -2.46
Ba 0.61 -1.07 -0.23
C 1.27 2.26 -1.39
C 3.28 -1.81 -0.55
C -1.84 -3.03 2.29
C 1.17 3.61 -1.74
```

energy relative to the best compared isomer or geometry (same formula, charge and spin)	31.2	kcal per mole
max |F|	4.318	eV/A
gap between HOMO and LUMO	7.31	eV
total charge	-1
E_LUMO	2.194	eV



Entry 8:
Density functional theory data (wB97M-V/def2-TZVPD) for a molecular structure, C9H4Cl2IrN2O3Y at a distorted geometry.

```
22
C9H4Cl2IrN2O3Y | OMol25 | wB97M-V/def2-TZVPD
H -1.13 1.77 0.75
C 0.28 -1.70 -4.99
C -0.91 0.96 1.45
C 1.45 1.88 -0.30
C -0.20 -1.29 1.76
Y 0.35 0.03 -1.07
Ir -0.19 -0.16 -4.03
C -0.09 -1.06 3.13
H -0.91 2.24 3.17
C 0.42 -2.07 4.01
H -0.15 0.43 4.70
Cl -1.00 -1.65 -2.23
O 0.59 -2.62 -5.60
C -0.34 0.22 3.65
O 0.72 1.63 -6.29
N -0.61 -0.27 0.94
N 0.83 -2.88 4.79
C 0.36 0.97 -5.42
O 2.03 2.76 0.15
Cl -0.84 1.83 -2.69
H 0.12 -2.23 1.30
C -0.77 1.22 2.81
```

expectation value of S²	6.048
energy relative to the best compared isomer or geometry (same formula, charge and spin)	0.0	kcal per mole
max |F|	7.752	eV/A
gap between HOMO and LUMO (alpha / beta)	5.68 / 5.90	eV
multiplicity	5
total charge	+4
E_LUMO (alpha / beta)	-15.918 / -19.134	eV



Entry 9:
Density functional theory data (wB97M-V/def2-TZVPD) for a molecular structure, C9H4Cl2LaN2O3Pm at a distorted geometry.

```
22
C9H4Cl2LaN2O3Pm | OMol25 | wB97M-V/def2-TZVPD
H -0.46 -2.81 -0.75
C -5.58 -1.33 -0.66
Pm 5.64 2.97 0.22
N -1.85 -1.19 -0.62
La 0.19 -0.46 0.20
C 6.45 5.37 0.60
C -3.84 -3.09 -0.44
O 7.09 6.30 0.83
C 7.94 3.48 0.82
O -2.09 1.31 2.08
C -2.52 -3.51 -0.45
C -1.53 -2.53 -0.61
C -1.10 0.87 1.63
C -3.16 -0.80 -0.81
C -4.17 -1.74 -0.62
O 8.98 3.89 1.13
Cl 6.41 0.66 0.84
N -6.71 -1.00 -0.71
H -3.34 0.26 -1.02
H -4.63 -3.83 -0.31
H -2.23 -4.57 -0.33
Cl 0.50 1.74 -1.00
```

expectation value of S²	6.015
max |F|	10.981	eV/A
gap between HOMO and LUMO (alpha / beta)	4.49 / 5.64	eV
multiplicity	5
total charge	+4
E_LUMO (alpha / beta)	-15.948 / -14.803	eV



Entry 10:
Density functional theory data (wB97M-V/def2-TZVPD) for a molecular structure, C9H4I2NOS3SbTa at a distorted geometry.

```
22
C9H4I2NOS3SbTa | OMol25 | wB97M-V/def2-TZVPD
C -1.98 2.64 0.14
C 1.47 1.71 -1.19
I -4.20 1.21 1.60
C -2.39 1.43 0.69
C -0.73 2.80 -0.49
S -1.00 -4.07 -0.31
S 0.41 -3.18 2.72
O -1.73 -0.85 1.06
C 1.75 -0.60 -0.64
I -0.28 4.60 -1.23
C 0.20 1.69 -0.59
S 2.50 -5.34 0.40
H -2.64 3.49 0.20
H 3.22 0.56 -1.66
N 0.55 -0.66 -0.06
C 2.24 0.57 -1.21
Ta -0.48 -2.35 0.92
H 1.85 2.63 -1.64
H 2.33 -1.51 -0.64
C -1.49 0.35 0.59
C -0.21 0.48 -0.04
Sb 0.61 -5.61 1.36
```

expectation value of S²	0.774
max |F|	1.255	eV/A
gap between HOMO and LUMO (alpha / beta)	6.70 / 4.61	eV
multiplicity	2
total charge	+2
E_LUMO (alpha / beta)	-8.312 / -10.399	eV



Entry 11:
Density functional theory data (wB97M-V/def2-TZVPD) for 21 unconnected molecules or ions with the total composition C9H58NO21 at a distorted geometry.

```
89
C9H58NO21 | OMol25 | wB97M-V/def2-TZVPD
H 1.70 0.32 -5.35
C 1.63 1.31 1.45
H -5.24 -1.61 0.37
H 0.25 1.85 -4.64
O -5.29 -0.09 -0.56
H -4.35 -2.80 3.62
O 5.41 -2.11 1.54
H 3.91 -2.90 2.81
C -1.15 -1.74 0.00
H -0.08 1.01 -3.42
O 0.47 2.59 4.55
H 2.11 1.15 2.42
H -2.12 -2.20 -0.22
H 2.29 0.15 5.79
H -0.77 2.61 0.04
H -0.74 -5.43 -2.15
O 1.71 -0.63 -5.32
H -3.78 -1.96 0.51
H -3.59 -2.73 4.92
C -0.71 -0.72 -1.09
O 4.61 2.44 -0.97
O 3.61 0.31 -2.23
H 1.04 2.22 1.48
O -4.08 -3.44 -4.15
O -3.74 2.52 -0.29
H -2.35 -0.31 1.31
H -2.04 -1.73 2.10
H -1.63 1.80 4.35
O -1.01 3.53 0.12
H 0.83 -1.74 -1.55
O -2.18 -1.28 -4.75
N 0.16 0.35 -0.36
H 1.53 3.16 -1.15
H 2.78 0.62 -1.87
H 0.13 -4.61 -1.22
H 3.49 -0.63 -2.33
H -1.81 0.76 -2.33
O 4.18 3.61 1.44
H -5.42 0.45 -1.34
H -4.76 -2.89 -4.53
C -0.32 -0.24 1.95
H 1.21 -0.91 -6.09
H -0.36 -2.47 0.16
H -2.59 -0.74 -2.37
C -0.03 -1.49 -2.18
H -3.89 2.72 0.64
H 1.50 -2.09 0.84
H 3.41 -3.87 1.76
O -0.24 1.08 -4.36
H -0.50 0.66 2.54
O -4.65 -2.23 0.80
H 2.40 1.57 0.72
O 2.16 3.87 -1.32
O 1.30 5.30 0.97
H 4.50 1.69 -1.56
C -2.01 -0.10 -1.70
H -3.60 1.57 -0.31
H -1.97 3.53 0.11
O -2.45 1.31 4.45
H 6.30 -2.29 1.25
H -2.78 0.23 -1.00
H -2.93 -0.71 -4.89
H -1.43 -0.69 -4.66
O 1.66 0.25 5.08
H -0.69 -2.23 -2.63
O 3.25 -3.58 2.66
H -2.67 1.02 3.56
O 0.14 -5.06 -2.06
H 2.66 -1.17 0.02
H -5.89 0.28 0.09
H 0.43 2.41 3.61
C 0.86 0.04 0.91
O -4.38 -2.39 4.48
H 0.18 -0.92 2.64
H 2.45 -1.07 1.83
H 2.94 3.42 -1.65
H 0.45 4.87 1.06
H 4.48 2.97 2.09
H -3.30 -2.88 -4.13
H 4.19 3.14 0.61
C -1.55 -1.04 1.42
H 4.86 -2.37 0.81
H 0.45 -0.98 -3.01
H 0.99 -0.42 5.26
H 5.11 2.08 -0.24
H 0.88 1.81 4.93
H 1.78 4.74 0.35
C 1.96 -1.11 0.86
O 0.77 1.29 -1.30
```

energy relative to the best compared isomer or geometry (same formula, charge and spin)	77.0	kcal per mole
max |F|	2.871	eV/A
gap between HOMO and LUMO	5.43	eV
total charge	-1
E_LUMO	1.791	eV